This record from the OMol25 dataset describes a cluster of 2 separate species, C7H16O2 in total at a distorted geometry. The level of theory is ωB97M-V/def2-TZVPD.

Values from the calculation:
HOMO-LUMO gap = 11.17 eV
ΔE to the lowest compared entry with this formula, charge and spin = 25.4 kJ/mol
Charge = 0
LUMO energy = 0.76 eV
SMILES = CC(=O)O.CCC(C)C
E = -426.80617 hartree

Cartesian coordinates (Å):
O: 2.11349 -1.28312 -0.41915
O: 0.55138 -1.32616 -2.02088
C: -0.63959 0.47962 0.50515
C: 1.09262 -1.75515 -0.87058
C: -0.30423 0.87282 1.93857
C: 1.43676 1.73627 -0.47878
C: -0.06157 1.55532 -0.53205
C: 0.33596 -2.91255 -0.28551
C: -2.14874 0.37921 0.29403
H: -2.37733 0.06873 -0.72388
H: -0.56527 2.49622 -0.30418
H: -0.78449 0.19296 2.63890
H: -0.64810 1.88231 2.15237
H: -0.72014 -2.82629 -0.51808
H: -2.57864 -0.35230 0.97342
H: 1.07881 -0.59989 -2.38880
H: -0.22526 -0.51333 0.34407
H: -0.37694 1.23805 -1.52922
H: 1.79289 2.28746 -1.34419
H: 0.71713 -3.82620 -0.73476
H: -2.62750 1.33899 0.47173
H: 1.93683 0.73412 -0.48610
H: 0.48982 -2.95384 0.78835
H: 1.74396 2.25704 0.42103
H: 0.76816 0.82971 2.10855

***

This record from the OMol25 dataset describes a cluster of 2 separate species, C7H16O2 in total at a distorted geometry. The level of theory is ωB97M-V/def2-TZVPD.

Values from the calculation:
HOMO-LUMO gap = 11.52 eV
ΔE to the lowest compared entry with this formula, charge and spin = 259.1 kJ/mol
Charge = 0
LUMO energy = 0.75 eV
SMILES = CC(=O)O.CCCCC
E = -426.71716 hartree

Cartesian coordinates (Å):
O: 1.82999 -0.21332 -3.90383
O: 2.40938 0.17567 -1.69433
C: -1.09458 -0.05883 1.35244
C: -1.90105 -0.67835 2.40019
C: 3.74921 1.15237 -3.28223
C: -0.03042 -0.89739 0.77041
C: 2.47272 0.34232 -3.04476
C: -2.98856 0.33591 2.89967
C: -4.12404 -0.18397 3.71745
H: -3.85998 -0.76586 4.58762
H: 3.90819 2.10867 -2.64037
H: -2.57084 1.15556 3.50490
H: -0.45153 0.75403 1.82162
H: 0.74238 -1.08335 1.69694
H: -3.37986 0.65657 1.94478
H: -4.93203 -0.79660 3.38138
H: -1.29184 -0.96919 3.26834
H: -0.52576 -1.92111 0.65026
H: -2.46668 -1.65700 2.07807
H: 3.83614 1.69485 -4.38626
H: -4.47730 0.80244 4.18880
H: 4.74199 0.47564 -3.15716
H: 1.64812 -0.23961 -1.45808
H: -1.74589 0.56705 0.58208
H: 0.41017 -0.55312 -0.15657

***

This record from the OMol25 dataset describes an isolated molecule of C7H16SSi at a distorted geometry. The level of theory is ωB97M-V/def2-TZVPD.

Values from the calculation:
HOMO-LUMO gap = 8.96 eV
ΔE to the lowest compared entry with this formula, charge and spin = 177.5 kJ/mol
Charge = 0
LUMO energy = 0.86 eV
SMILES = C=CS[C@@H](C)[Si](C)(C)C
E = -963.91849 hartree

Cartesian coordinates (Å):
S: 2.04804 -0.58791 -0.45752
Si: -1.17042 -0.41526 0.03107
C: 3.40433 0.08444 0.44534
C: -1.23138 -0.86830 -1.91964
C: 0.44340 0.52970 0.44765
C: -2.80464 0.37400 0.56854
C: 4.66398 -0.36767 0.26954
C: -1.10990 -2.00813 0.93771
C: 0.44995 1.83271 -0.20882
H: 0.76091 0.69164 1.50550
H: 5.37864 0.10885 0.88744
H: -1.74234 0.04486 -2.30009
H: -3.68883 -0.12752 0.31501
H: 3.15721 0.73249 1.15767
H: -0.17798 -1.10509 -2.34781
H: -1.09573 -2.03390 2.10043
H: 4.72508 -1.16865 -0.39928
H: -2.68646 0.49509 1.70878
H: -3.05894 1.34200 0.24008
H: -2.01253 -2.66575 0.67054
H: 1.33140 2.38228 -0.06913
H: -1.86292 -1.66015 -1.95388
H: 0.29578 1.89616 -1.32837
H: -0.18529 -2.55569 0.72994
H: -0.39937 2.34717 0.29508

***

This record from the OMol25 dataset describes an isolated molecule of C7H17BN2O2S at a distorted geometry. The level of theory is ωB97M-V/def2-TZVPD.

Values from the calculation:
HOMO-LUMO gap = 8.46 eV
ΔE to the lowest compared entry with this formula, charge and spin = 0.0 kJ/mol
Charge = 0
LUMO energy = 0.20 eV
SMILES = CC(C)[C@H](N)C(=S)N[C@@H](C)B(O)O
E = -960.06232 hartree

Cartesian coordinates (Å):
S: -1.66329 -2.02716 0.95015
O: 2.30240 1.44836 2.63013
O: 0.01456 1.98615 3.33500
N: -0.14106 0.06292 0.96932
N: -2.34443 0.82585 -1.02410
C: -1.37039 -0.26564 -1.09633
C: -0.99729 -0.70956 0.27046
C: 1.58465 -1.25484 2.00721
C: -0.73003 0.52350 -3.41236
C: 0.48580 -0.26672 2.21237
C: -0.20191 0.15819 -2.02947
C: 0.81432 -0.97798 -2.05206
B: 0.94917 1.13579 2.78892
H: 1.18257 -2.18091 1.57393
H: 2.35920 -0.86264 1.35580
H: 2.10032 -1.57054 2.92304
H: -1.94305 1.52042 -0.41159
H: 0.07344 0.94464 -4.04020
H: 2.58764 2.26636 3.08046
H: -1.17827 -0.34934 -3.90452
H: -1.49016 1.30832 -3.34050
H: -0.24989 -0.69937 2.89687
H: 1.57841 -0.88906 -2.79671
H: 1.32367 -1.05951 -1.08801
H: 0.32632 -1.94253 -2.18338
H: -0.87345 1.63977 3.53698
H: -1.88099 -1.13252 -1.56917
H: 0.29253 0.88265 0.55868
H: 0.21496 1.04656 -1.63122
H: -3.12574 0.43884 -0.50970

***

HOMO-LUMO gap of number 1 (C7H16O2)? 11.17 eV

***

The lowest LUMO energy belongs to which entry? C7H17BN2O2S